Run P
7
Properties=species:S:1:pos:R:3 method="wB97M-V/def2-TZVPD" smiles="O=PO.SI" lumo_ev=-0.515 multiplicity=1 orbital_gap_ev=8.2
O -0.537 0.263 -1.371
P 0.215 -0.732 -2.170
O 1.725 -0.599 -1.638
H 1.650 -0.009 -0.890
S -0.890 0.963 2.442
I -2.444 -0.197 1.151
H 0.281 0.311 2.475



Run Q
7
Properties=species:S:1:pos:R:3 method="wB97M-V/def2-TZVPD" smiles="O=P(=S)I.O" lumo_ev=-1.565 multiplicity=1 orbital_gap_ev=8.7
O 0.221 0.405 -2.180
P 0.948 -0.370 -1.165
S 2.055 0.448 0.144
I 0.637 -2.750 -1.449
O -1.628 0.706 1.463
H -0.943 0.852 0.823
H -1.290 0.709 2.364



What should be chosen as the most stable of them? Choose run Q.



Run P
14
Properties=species:S:1:pos:R:3 method="wB97M-V/def2-TZVPD" smiles="C=N.O.O.O" lumo_ev=0.916 multiplicity=1 orbital_gap_ev=11.6
C -1.065 -1.088 1.685
N -0.409 -1.090 0.609
H -1.357 -0.106 2.052
H -1.446 -1.922 2.271
H -0.146 -2.028 0.328
O 2.814 -1.150 -1.531
H 3.162 -0.748 -0.754
H 2.803 -0.430 -2.128
O -1.432 2.083 0.924
H -0.960 1.748 0.138
H -2.046 2.742 0.554
O 0.277 0.961 -1.287
H -0.153 0.805 -2.125
H -0.043 0.224 -0.735



Run Q
14
Properties=species:S:1:pos:R:3 method="wB97M-V/def2-TZVPD" smiles="C=N.O.O.O" lumo_ev=0.771 multiplicity=1 orbital_gap_ev=11.0
C 0.264 2.274 0.048
N -0.523 1.914 -0.915
H -0.012 1.850 1.029
H 1.140 2.960 0.116
H -0.380 2.377 -1.803
O 0.355 -0.193 1.963
H 1.007 -0.732 1.459
H 0.451 -0.848 2.653
O -1.301 -0.878 -1.046
H -1.700 -1.240 -1.812
H -1.614 0.092 -0.991
O 1.067 -2.488 -0.430
H 0.310 -1.938 -0.576
H 0.936 -3.149 0.304



What should be chosen as the most stable of them? Choose run P.



Run P
16
Properties=species:S:1:pos:R:3 method="wB97M-V/def2-TZVPD" lumo_ev=0.613 multiplicity=1 orbital_gap_ev=9.0
C -1.781 0.025 -0.632
C -0.743 -0.359 0.108
C -3.216 -0.222 -0.359
C 1.673 1.095 -0.283
N 1.217 -0.198 -0.558
P 2.210 -1.388 0.267
H -1.461 0.510 -1.534
H -0.724 -0.925 1.077
H -3.768 0.721 -0.224
H -3.676 -0.835 -1.184
H -3.368 -0.888 0.474
H 1.316 1.542 0.713
H 2.866 1.173 -0.344
H 1.272 1.756 -1.133
H 2.142 -0.681 1.503
H 1.132 -2.166 0.598



Run Q
16
Properties=species:S:1:pos:R:3 method="wB97M-V/def2-TZVPD" lumo_ev="0.352 / 0.353" multiplicity=1 orbital_gap_ev="8.5 / 8.5"
C 1.571 -1.210 -0.927
C 0.014 -1.162 -0.838
C -0.159 1.621 -0.581
C -1.290 0.163 1.654
N 1.600 -0.214 0.998
P 0.162 0.141 0.409
H 2.306 -1.855 -0.584
H 1.858 -0.676 -1.820
H -0.431 -1.047 -1.785
H -0.324 -2.101 -0.279
H 0.196 1.365 -1.559
H -1.256 1.917 -0.604
H 0.393 2.418 -0.124
H -1.016 1.114 2.243
H -2.344 0.191 1.356
H -1.282 -0.666 2.442



What should be chosen as the most stable of them? Choose run Q.